This record from OMol25 describes a structure of composition C50H39BrN4O12P2S2V at a distorted geometry. The level of theory is ωB97M-V/def2-TZVPD.

Orbital gap (spin up / spin down)   7.248 / 7.236 eV
Net charge   -1
HOMO (spin up / spin down)   -6.000 / -6.000 eV
Total energy   -218994.2110 eV
E_LUMO (spin up / spin down)   1.248 / 1.236 eV
Multiplicity   3

XYZ file:
```
111
C50H39BrN4O12P2S2V (ωB97M-V/def2-TZVPD)
V 11.98 16.48 13.83
O 11.29 8.00 12.62
P 12.72 8.37 12.69
C 13.33 8.83 14.32
P 12.75 10.45 15.08
O 12.29 11.45 14.07
C 14.22 10.92 16.03
C 14.62 10.23 17.19
C 15.72 10.66 17.94
C 16.47 11.75 17.50
C 16.13 12.40 16.31
C 14.99 11.98 15.57
C 11.52 9.94 16.31
C 10.44 9.14 16.02
C 9.38 9.11 16.86
C 9.22 9.92 17.94
C 10.18 10.90 18.18
C 11.32 10.88 17.38
C 13.26 9.70 11.54
C 14.53 10.28 11.75
C 15.03 11.28 10.95
C 14.23 11.74 9.92
C 12.91 11.26 9.67
C 12.46 10.21 10.51
C 13.74 6.91 12.27
C 14.66 6.78 11.21
C 15.33 5.59 10.97
C 15.16 4.53 11.82
C 14.19 4.58 12.88
C 13.53 5.82 13.09
H 14.36 8.74 14.45
H 12.91 8.05 14.96
H 13.99 9.43 17.56
H 15.92 10.15 18.88
H 17.30 12.00 18.16
H 16.69 13.21 15.95
H 14.71 12.56 14.74
H 10.42 8.63 15.06
H 8.52 8.47 16.71
H 8.33 10.01 18.52
H 10.09 11.60 19.01
H 12.04 11.70 17.52
H 15.09 9.85 12.60
H 15.98 11.73 11.08
H 14.52 12.53 9.27
H 12.20 11.71 9.00
H 11.47 9.82 10.46
H 14.69 7.61 10.52
H 16.05 5.45 10.18
H 15.58 3.56 11.64
H 13.96 3.72 13.52
H 12.80 5.85 13.93
Br 9.37 13.26 15.21
C 9.61 13.54 13.36
C 8.70 13.16 12.40
C 9.05 13.29 11.07
C 10.23 13.93 10.67
C 11.12 14.33 11.64
C 10.81 14.12 13.02
C 12.31 15.03 11.23
O 12.78 15.01 10.10
O 12.78 15.78 12.25
H 7.74 12.68 12.62
H 8.37 12.96 10.32
H 10.42 14.13 9.67
H 11.52 14.24 13.79
O 16.26 12.35 21.22
S 16.65 13.74 21.43
O 17.03 14.00 22.80
O 17.44 14.32 20.38
C 15.05 14.52 21.27
N 14.32 14.85 22.41
C 13.18 15.46 22.21
C 12.56 15.69 20.95
C 13.36 15.29 19.93
N 14.58 14.71 20.07
C 12.94 15.47 18.52
C 12.30 16.67 18.16
C 11.96 16.87 16.85
N 12.12 15.91 15.85
C 12.60 14.75 16.29
C 13.08 14.44 17.58
H 12.63 15.73 23.12
H 11.54 16.12 20.83
H 12.08 17.52 18.77
H 11.47 17.79 16.49
H 12.62 13.90 15.61
H 13.63 13.52 17.66
C 8.99 17.08 15.45
O 9.87 18.21 15.20
C 10.69 18.03 14.10
O 11.97 18.28 14.31
H 8.31 17.35 16.22
H 9.60 16.21 15.71
H 8.31 16.80 14.56
O 9.05 16.32 9.47
S 8.38 17.13 10.46
O 7.04 16.87 10.86
N 9.41 17.29 11.80
C 9.44 18.57 12.15
O 10.06 19.01 13.18
C 9.02 19.56 11.18
C 9.12 20.93 11.08
C 8.80 21.57 9.91
C 8.36 20.86 8.77
C 8.20 19.46 8.85
C 8.47 18.87 10.08
H 9.47 21.52 11.89
H 8.70 22.63 9.88
H 8.14 21.43 7.88
H 7.73 18.90 8.01
```

***

This record from OMol25 describes an isolated molecule of C5H14N2 at a distorted geometry. The level of theory is ωB97M-V/def2-TZVPD.

Orbital gap   10.121 eV
SMILES string   CC(C)[C@H](N)CN
HOMO   -9.052 eV
Total energy   -8392.2085 eV
E_LUMO   1.068 eV

XYZ file:
```
21
C5H14N2 (ωB97M-V/def2-TZVPD)
C 0.34 1.29 -1.45
C 0.43 -0.17 -1.01
C 1.89 -0.61 -0.85
C -0.45 -0.56 0.17
N -1.85 -0.60 -0.30
C -0.22 0.27 1.44
N -1.02 -0.10 2.59
H 1.07 1.52 -2.21
H 0.49 2.00 -0.64
H -0.63 1.49 -1.91
H 0.06 -0.77 -1.85
H 2.36 -0.59 -1.83
H 1.92 -1.64 -0.48
H 2.46 0.01 -0.16
H -0.14 -1.58 0.42
H -2.48 -0.54 0.50
H -2.00 0.31 -0.76
H -0.29 1.34 1.23
H 0.81 0.08 1.72
H -0.72 -0.98 2.99
H -2.02 -0.17 2.39
```

***

This record from OMol25 describes a cluster of 2 separate species, C4H9NO2S in total at a distorted geometry. The level of theory is ωB97M-V/def2-TZVPD.

Orbital gap   9.504 eV
HOMO   -9.072 eV
Total energy   -20709.6268 eV
E_LUMO   0.432 eV

XYZ file:
```
17
C4H9NO2S (ωB97M-V/def2-TZVPD)
C 0.92 0.34 -1.35
C 1.55 -0.48 0.98
C 0.39 -0.43 -0.03
C -0.81 0.20 0.61
N -2.46 -0.50 -0.32
O -2.68 -1.70 -0.36
O -3.22 0.37 -0.52
S -1.27 1.89 0.82
H 0.77 1.45 -1.12
H 0.44 0.00 -2.22
H 2.05 0.31 -1.39
H 2.19 0.35 0.87
H 1.12 -0.81 1.98
H 2.20 -1.35 0.80
H 0.15 -1.43 -0.20
H -1.08 -0.38 1.46
H -0.26 2.18 -0.01
```

***

- total energy of number 2 (C5H14N2)?
  -8392.2085 eV

***

- Among the records above, which one has the highest total energy?
  C5H14N2

***

- What is the formula in the second record?
  C5H14N2

***

- What is the formula in the first record?
  C50H39BrN4O12P2S2V